[1]
{
  "formula": "C19H21N3O3",
  "method": "ωB97M-V with the def2-TZVPD basis set",
  "elements": ["C", "C", "C", "N", "C", "O", "C", "C", "C", "O", "N", "C", "C", "C", "C", "C", "C", "N", "C", "C", "C", "C", "C", "C", "O", "H", "H", "H", "H", "H", "H", "H", "H", "H", "H", "H", "H", "H", "H", "H", "H", "H", "H", "H", "H", "H"],
  "xyz": [[-0.678683, -1.206669, 3.203128], [-0.452621, -0.426321, 1.918198], [0.871100, 0.342257, 1.941662], [1.061175, 0.982690, 0.655139], [2.132767, 0.790649, -0.170094], [2.127520, 1.121682, -1.339026], [3.383566, 0.148186, 0.417169], [3.555731, -1.269649, -0.154378], [2.269897, -2.063442, 0.022044], [1.948098, -2.571346, 1.081649], [1.532636, -2.159919, -1.101375], [0.202036, -2.724050, -1.111640], [-0.813575, -1.659933, -1.456487], [-2.115290, -1.684718, -0.968651], [-2.972152, -0.657712, -1.328192], [-2.503742, 0.350410, -2.155950], [-1.190508, 0.279456, -2.593579], [-0.372242, -0.699371, -2.257217], [-0.070339, 1.736430, 0.254331], [0.030163, 2.796941, -0.641247], [-1.072378, 3.564193, -0.962252], [-2.299283, 3.299963, -0.377078], [-2.415603, 2.258962, 0.520163], [-1.315373, 1.469819, 0.839527], [-1.533238, 0.468498, 1.737418], [-1.665642, -1.659843, 3.183664], [0.073548, -1.985424, 3.285588], [-0.617065, -0.544929, 4.063260], [-0.424572, -1.119637, 1.066610], [1.658344, -0.373725, 2.156679], [0.834566, 1.104491, 2.729891], [4.225514, 0.758366, 0.082413], [3.389716, 0.130850, 1.503667], [4.359865, -1.778183, 0.378882], [3.807868, -1.204037, -1.212321], [1.715368, -1.535991, -1.876823], [0.010048, -3.162406, -0.128816], [0.155327, -3.521942, -1.864450], [-2.441942, -2.483168, -0.319569], [-3.987601, -0.641149, -0.960427], [-3.137365, 1.171359, -2.449956], [-0.764465, 1.036732, -3.236679], [0.982900, 3.015386, -1.091688], [-0.967066, 4.377905, -1.663066], [-3.162313, 3.902315, -0.616938], [-3.354697, 2.026025, 0.996816]],
  "atomic_forces_ev_per_a": [[0.0, 0.3, -0.4], [0.6, -0.4, 0.2], [-0.2, -0.2, 0.3], [-0.2, 0.1, 0.1], [0.4, 0.0, 0.2], [0.2, 0.0, -0.2], [0.0, -0.1, -0.1], [-0.1, 0.1, 0.2], [0.5, -0.1, -0.4], [-0.1, -0.1, 0.5], [-0.2, -0.1, -0.3], [0.0, -0.2, 0.1], [-0.2, 0.0, 0.1], [0.1, 0.1, -0.1], [0.1, 0.0, -0.1], [0.0, -0.1, 0.0], [-0.3, 0.3, -0.1], [0.4, -0.3, 0.0], [-0.2, 0.0, 0.0], [0.0, 0.1, -0.1], [0.1, 0.0, 0.0], [-0.1, -0.1, 0.1], [0.1, 0.0, 0.1], [0.0, 0.1, -0.1], [-0.2, 0.2, 0.0], [-0.1, -0.1, 0.0], [0.1, -0.1, 0.0], [0.0, 0.1, 0.1], [0.0, 0.1, 0.1], [-0.1, 0.1, -0.1], [0.0, -0.1, 0.0], [-0.1, 0.0, 0.1], [0.0, 0.0, 0.0], [-0.1, 0.0, -0.1], [0.0, 0.0, 0.0], [0.1, 0.1, 0.1], [0.0, 0.0, -0.2], [0.0, 0.0, 0.1], [0.0, -0.1, 0.1], [-0.1, 0.0, 0.0], [0.0, 0.1, 0.0], [-0.1, 0.1, -0.1], [0.0, 0.0, 0.0], [0.0, 0.1, -0.1], [-0.1, 0.1, 0.0], [-0.1, 0.0, 0.1]],
  "e_above_lowest_kcal_mol": 16.8,
  "smiles": "C[C@@H]1CN(C(=O)CCC(=O)NCc2ccccn2)c2ccccc2O1",
  "orbital_gap_ev": 9.113,
  "e_lumo_ev": 0.87
}



[2]
{
  "formula": "C21H17BrNOS",
  "method": "ωB97M-V with the def2-TZVPD basis set",
  "elements": ["C", "C", "C", "C", "C", "C", "C", "C", "N", "C", "C", "C", "C", "C", "O", "C", "C", "C", "C", "C", "C", "C", "C", "S", "H", "H", "H", "H", "H", "H", "H", "H", "H", "H", "H", "H", "H", "H", "H", "H", "H", "Br"],
  "xyz": [[2.884090, 3.479863, 4.672561], [3.927954, 2.433116, 4.359524], [3.518236, 1.377916, 3.129520], [4.167362, 1.735333, 1.632874], [3.774077, 0.706889, 0.383432], [2.778836, -0.567714, 0.659465], [2.110286, -0.940779, 2.146518], [2.532248, 0.075040, 3.405828], [1.208964, -2.141033, 2.334405], [0.101775, -2.215632, 1.306370], [-1.509942, -2.460467, 1.676064], [-2.697019, -2.527772, 0.501662], [-2.362335, -2.349193, -1.126396], [-3.559909, -2.376044, -2.250854], [-3.256349, -1.656614, -3.497825], [-2.949890, -0.231332, -3.255242], [-3.634737, 0.718539, -2.103556], [-3.141576, 2.300954, -1.926307], [-1.954760, 2.935611, -2.915975], [-1.285178, 2.023140, -4.113153], [-1.798425, 0.456093, -4.254564], [-0.745925, -2.125811, -1.490861], [0.409808, -2.059339, -0.330003], [2.248559, -1.747986, -0.746737], [2.196632, 3.896304, 3.798288], [2.668871, 3.886476, 5.763708], [4.973934, 2.365955, 4.900639], [4.863420, 2.691515, 1.470462], [4.221860, 0.942071, -0.697617], [2.091716, -0.201423, 4.473790], [0.867449, -2.248864, 3.314491], [-1.765592, -2.571002, 2.835593], [-3.799325, -2.675070, 0.920336], [-3.772941, -3.507340, -2.559487], [-4.604434, -1.963251, -1.847353], [-4.472518, 0.246758, -1.420142], [-3.627060, 2.970145, -1.073803], [-1.658035, 4.062669, -2.677062], [-0.475751, 2.527752, -4.808924], [-1.280861, -0.176146, -5.120103], [-0.524616, -1.983453, -2.653600], [3.331100, -3.105876, -2.815962]],
  "atomic_forces_ev_per_a": [[2.4, -2.6, -0.7], [-3.8, 1.9, -0.4], [0.5, -0.6, -2.4], [-2.8, -4.1, 0.6], [-1.3, 0.0, 3.8], [-0.5, 1.7, 2.9], [3.1, 3.9, 0.1], [0.8, 0.2, -3.6], [-0.6, 2.4, -2.2], [-4.0, -0.4, -3.1], [1.6, 0.6, -3.0], [3.4, 0.7, -0.8], [3.1, 0.2, 3.9], [-0.5, -1.0, 0.9], [0.8, 2.9, 2.1], [1.5, 3.8, 0.0], [2.6, 1.2, -2.3], [1.9, -2.5, -3.0], [-1.8, -3.5, 0.1], [-3.6, -1.4, 3.3], [-0.8, 2.1, 1.9], [-1.7, -0.2, 3.0], [-2.7, 0.0, 1.7], [-1.4, 1.4, 2.0], [1.1, -1.7, 2.1], [1.2, -0.4, -2.5], [-2.7, -0.3, -0.7], [-1.8, -2.4, 0.5], [-1.3, -0.9, 2.6], [1.2, 1.0, -2.4], [0.3, 0.3, -1.3], [0.3, 0.2, -2.9], [2.6, 0.3, -1.2], [0.7, 2.5, 0.4], [2.4, -0.8, -0.4], [2.0, 1.2, -1.5], [1.2, -1.7, -2.1], [-0.6, -2.8, -0.8], [-1.9, -1.5, 1.6], [-1.4, 1.3, 2.2], [-0.1, -0.3, 3.0], [0.5, -0.9, -1.3]],
  "total_charge": -1,
  "orbital_gap_ev": 5.643,
  "e_lumo_ev": 2.10
}



[3]
{
  "formula": "C44H55F5N2O4",
  "method": "ωB97M-V with the def2-TZVPD basis set",
  "elements": ["F", "C", "C", "C", "C", "C", "C", "H", "H", "H", "H", "H", "F", "C", "C", "C", "C", "C", "C", "H", "H", "H", "H", "H", "F", "C", "C", "C", "C", "C", "C", "H", "H", "H", "H", "H", "F", "C", "C", "C", "C", "C", "C", "H", "H", "H", "H", "H", "F", "C", "C", "C", "C", "C", "C", "H", "H", "H", "H", "H", "C", "N", "C", "C", "O", "H", "H", "H", "H", "H", "H", "H", "C", "N", "C", "C", "O", "H", "H", "H", "H", "H", "H", "H", "C", "C", "C", "O", "C", "H", "H", "H", "H", "H", "H", "H", "H", "C", "C", "C", "O", "C", "H", "H", "H", "H", "H", "H", "H", "H"],
  "xyz": [[-1.200747, -3.750177, 3.114709], [0.009252, -4.283234, 2.974123], [0.731307, -4.631516, 4.125503], [2.040257, -4.985355, 3.957647], [2.580337, -5.149064, 2.656428], [1.834433, -4.847815, 1.519656], [0.523907, -4.408271, 1.694572], [0.284153, -4.634027, 5.108581], [2.635121, -5.159172, 4.842140], [3.613887, -5.415410, 2.491436], [2.225057, -5.026928, 0.528841], [-0.133366, -4.149980, 0.877463], [5.917541, 0.891087, 2.019329], [4.810576, 0.304629, 2.574079], [4.898154, -1.023485, 2.929392], [3.775791, -1.629232, 3.518865], [2.605558, -0.888990, 3.741116], [2.542160, 0.462598, 3.304430], [3.635765, 1.027495, 2.680326], [5.878393, -1.471974, 2.863174], [3.849638, -2.664817, 3.816397], [1.751330, -1.236398, 4.303253], [1.571330, 0.933173, 3.353917], [3.579342, 2.075669, 2.426261], [-3.767348, 6.448167, -1.531990], [-3.761602, 5.622287, -0.443605], [-4.574147, 5.917920, 0.609428], [-4.470284, 5.229903, 1.841067], [-3.704490, 4.053503, 1.847134], [-2.893435, 3.782987, 0.732750], [-2.860273, 4.570428, -0.370154], [-5.134503, 6.832163, 0.480729], [-5.099177, 5.561611, 2.654003], [-3.830769, 3.466003, 2.744520], [-2.287711, 2.889665, 0.694215], [-2.137374, 4.426494, -1.159527], [4.894279, 5.151678, -3.458513], [5.107421, 3.914853, -2.943003], [6.092933, 3.691997, -2.034359], [6.237355, 2.414951, -1.516064], [5.395179, 1.399430, -1.984125], [4.421170, 1.610938, -2.908195], [4.336495, 2.891522, -3.434894], [6.696294, 4.510408, -1.670280], [6.960557, 2.118488, -0.770759], [5.443342, 0.481592, -1.416988], [3.727329, 0.817503, -3.143675], [3.612893, 3.137841, -4.197865], [-1.093480, 1.214628, -2.163292], [-0.430990, 0.488155, -1.195176], [-1.233869, -0.111459, -0.224455], [-0.694561, -0.922329, 0.790653], [0.701362, -1.017683, 0.769610], [1.485138, -0.482793, -0.235328], [0.930123, 0.338126, -1.186223], [-2.258346, 0.221860, -0.300331], [-1.112761, -1.506378, 1.597127], [1.260488, -1.620347, 1.470022], [2.551096, -0.652933, -0.269759], [1.514512, 0.753342, -1.993996], [-2.323134, 0.526162, 6.581741], [-2.420719, 0.199119, 5.161879], [-1.273562, -0.619567, 4.739258], [-3.362532, 0.736166, 4.377939], [-3.413514, 0.708590, 3.116540], [-2.509875, -0.361841, 7.185618], [-3.057938, 1.269653, 6.890585], [-1.361864, 0.946768, 6.876964], [-0.949446, -1.373932, 5.456182], [-1.606302, -1.220104, 3.892658], [-0.444549, 0.001620, 4.400176], [-4.087536, 1.256102, 5.023111], [-0.704529, 4.394876, -6.021175], [-0.841002, 3.044122, -5.378916], [-2.201769, 2.595411, -5.110105], [0.222299, 2.320859, -4.930198], [1.388249, 2.688450, -4.988082], [0.323185, 4.651579, -6.278125], [-1.079869, 4.969004, -5.174072], [-1.400218, 4.457828, -6.857928], [-2.863895, 3.388227, -4.762041], [-2.675948, 2.234576, -6.022817], [-2.262936, 1.719605, -4.464107], [-0.169059, 1.390867, -4.489565], [-5.677510, -2.943134, 1.391786], [-6.223852, -3.231115, 0.084821], [-5.392562, -2.377840, -0.903408], [-4.147057, -2.244646, -0.315351], [-4.294877, -2.292920, 1.097239], [-5.566725, -3.806898, 2.047331], [-6.282330, -2.222945, 1.942798], [-7.298289, -3.050026, 0.114958], [-6.106306, -4.263966, -0.243035], [-5.843160, -1.385608, -0.879895], [-5.297370, -2.722411, -1.933117], [-4.203978, -1.272913, 1.470634], [-3.449268, -2.893723, 1.432016], [2.424489, -3.590445, -4.105472], [2.143203, -2.368178, -4.953358], [2.560235, -1.243731, -4.025536], [2.283390, -1.805691, -2.728578], [1.787315, -3.112651, -2.793210], [3.500879, -3.740403, -4.021812], [2.003741, -4.483811, -4.566957], [1.143020, -2.292497, -5.379973], [2.603165, -2.344377, -5.941264], [1.969645, -0.355089, -4.248288], [3.622743, -1.042635, -4.162436], [0.697976, -3.111414, -2.755308], [2.137920, -3.708402, -1.950446]],
  "atomic_forces_ev_per_a": [[-1.0, 0.1, 0.1], [1.3, -0.3, 0.2], [-0.8, 0.4, -0.7], [0.9, -0.6, -1.1], [0.0, 0.7, 0.2], [-0.5, -0.4, 1.0], [-0.3, 0.1, 0.3], [-0.1, 0.3, 0.0], [0.2, -0.2, -0.1], [0.1, -0.2, 0.3], [0.1, 0.2, 0.0], [0.1, 0.1, -0.2], [-0.7, -0.2, 0.4], [0.2, 0.0, -0.6], [-0.4, 0.4, 0.5], [-0.1, 0.5, 0.1], [0.8, 1.1, -0.4], [0.1, -2.1, 0.0], [-0.1, 0.8, 0.5], [-0.1, -0.4, -0.2], [-0.1, 0.0, 0.1], [0.0, -0.6, -0.2], [0.2, 0.5, 0.1], [0.3, 0.0, -0.4], [-0.1, -0.5, 0.4], [0.7, -0.1, -0.2], [0.1, 1.0, 1.0], [-0.1, -0.6, -2.1], [-0.7, 1.4, 0.1], [-0.1, -1.4, 1.4], [-0.2, 1.2, -1.2], [-0.4, 0.0, 0.3], [0.1, -0.2, 0.2], [0.7, -0.5, -0.2], [0.1, -0.1, 0.4], [-0.1, -0.2, -0.1], [0.2, -0.1, 0.3], [-0.4, -0.2, -1.1], [1.0, 0.3, 1.3], [-0.5, -0.6, -0.8], [0.8, -0.3, 2.0], [-0.1, 0.6, -0.3], [-1.1, 0.1, -0.6], [0.1, 0.1, 0.0], [0.1, 0.5, 0.1], [0.1, -0.4, -0.3], [0.0, 0.2, -0.3], [-0.2, -0.1, 0.0], [0.7, -0.3, 0.6], [-0.8, -0.4, 0.8], [-0.6, 0.3, 0.3], [1.8, 0.8, -0.9], [0.5, -0.8, -0.3], [0.1, 0.6, 0.5], [-0.1, 0.2, -1.4], [-0.4, -0.6, 0.3], [-1.1, 0.5, -0.2], [-0.4, -0.2, 0.4], [0.0, -0.1, 0.1], [0.1, 0.1, 0.0], [-0.8, 0.2, 0.3], [1.7, -0.6, 1.4], [-1.0, -0.1, -1.6], [0.2, 0.2, -2.9], [0.1, -0.2, 3.3], [0.1, -0.1, 0.0], [-0.2, 0.0, -0.3], [0.2, -0.1, -0.4], [-0.2, 0.5, 0.5], [0.1, 0.2, -0.3], [0.1, 0.0, 0.2], [-0.3, 0.1, -0.4], [-0.7, -1.3, 1.7], [0.4, -0.1, -0.5], [-0.2, -0.4, -0.9], [-0.5, 1.1, -0.3], [-0.5, -0.6, 0.0], [-0.2, -0.3, 0.1], [0.2, 1.1, -0.5], [0.2, 0.0, -0.1], [0.3, 0.1, 0.4], [0.0, 0.1, -0.4], [0.4, 0.3, 0.4], [0.6, -0.2, 0.2], [1.8, 0.9, 2.3], [-1.0, -1.2, -2.7], [-1.5, 1.0, 0.7], [1.0, -0.6, -0.1], [0.3, -0.1, -0.1], [0.0, -0.1, -0.1], [-0.1, 0.0, 0.0], [0.0, 0.2, -0.6], [0.1, -0.3, 0.3], [-0.3, 0.4, -0.6], [-0.1, -0.2, 0.2], [-0.1, 0.0, 0.3], [0.0, 0.1, 0.4], [-1.3, -0.4, -0.7], [0.3, 0.2, -1.8], [-0.9, -1.2, -0.5], [0.6, 1.7, 0.8], [0.9, -0.8, -0.7], [0.0, 0.1, 0.3], [-0.1, -0.1, 0.3], [-0.8, -0.1, 1.2], [1.2, -0.1, 0.2], [0.1, 0.3, 0.5], [0.0, 0.1, 0.4], [-0.2, -0.1, -0.4], [0.1, 0.3, 0.3]],
  "smiles": "Fc1ccccc1.Fc1ccccc1.Fc1ccccc1.Fc1ccccc1.Fc1ccccc1.CN(C)C=O.CN(C)C=O.C1CCOC1.C1CCOC1",
  "orbital_gap_ev": 9.212,
  "e_lumo_ev": 0.45
}



| no. | HOMO energy (Ha) | molar mass (g mol⁻¹) |
| --- | --- | --- |
| 1 | -0.30306 | 339.39 |
| 2 | -0.13026 | 411.34 |
| 3 | -0.32216 | 770.92 |